Entry 1:
Below is 3 unconnected molecules or ions with the total composition C29H43N3O7 at a distorted geometry, with properties calculated with ωB97M-V/def2-TZVPD.

XYZ file:
```
82
Properties=species:S:1:pos:R:3:forces:R:3:mulliken_charge:R:1
C 1.742160 0.256223 4.101512 1.015 -0.762 -0.103 -1.13
C 1.108810 -0.955574 3.206424 -0.002 -0.778 0.716 0.00
C 2.026810 -1.659614 2.010358 -0.288 -0.529 2.927 -0.58
N 0.910935 -2.381832 1.225693 -0.521 -0.839 -2.912 0.86
C 1.284416 -3.711053 0.609735 1.956 -6.400 -3.339 0.29
C 1.462054 -3.953221 -1.036874 0.327 -2.660 3.756 -0.41
C 1.859801 -5.469298 -1.478438 -0.180 1.029 1.648 -0.20
N 2.137808 -6.692107 -0.673797 -1.538 4.835 2.664 -0.48
C 1.997373 -6.548383 0.803024 -0.996 4.329 -2.316 -0.24
C 1.562754 -5.116782 1.444167 0.273 0.674 -1.511 -0.29
C -0.442161 -2.419902 1.967467 -1.374 0.413 2.810 -0.24
C -1.775071 -2.910280 1.159285 -6.069 -1.981 -3.606 -0.16
O -2.812240 -3.356923 1.912372 6.078 2.552 -2.641 -0.71
O -1.971930 -2.888256 -0.298607 2.972 0.488 7.387 -0.71
C -0.412930 -0.879547 2.620306 0.114 -0.436 0.345 0.18
C -0.879158 0.231020 1.533323 -0.447 1.090 -0.278 -0.59
C 0.240521 1.303219 1.030444 -0.253 0.706 -1.048 0.48
C 1.063387 0.828825 -0.346584 -0.343 -0.272 0.576 -0.34
N 1.241558 1.999737 -1.290639 -0.642 -1.628 -0.703 -0.12
C 0.365615 1.777160 -2.504712 0.219 1.287 -1.642 -0.75
C 1.011383 0.749085 -3.629128 0.347 -2.339 -2.432 0.66
C 2.566613 0.232342 -3.671302 -3.312 -1.283 -3.403 -0.35
C 3.027072 -0.768824 -4.926778 -3.151 0.856 -0.456 -0.51
C 1.993214 -1.255369 -6.121262 -1.886 2.779 3.496 -0.38
C 0.423999 -0.754417 -6.038163 2.791 1.405 3.019 -0.33
C -0.042125 0.229157 -4.807374 2.684 -1.384 -0.985 0.18
O -1.471599 0.664172 -4.810335 2.738 -2.909 0.436 -0.50
H 2.304203 1.083336 3.475883 -1.607 -1.622 1.418 0.14
H 2.580285 -0.237820 4.792924 -1.808 1.040 -1.448 0.37
H 0.925151 0.674805 4.829902 1.576 -0.592 -1.650 0.27
H 1.021380 -1.852829 3.990686 0.051 1.931 -1.637 0.41
H 2.537277 -2.540342 2.590846 -0.383 1.833 -1.569 0.40
H 2.783513 -0.996698 1.415267 -1.878 -1.459 0.802 0.20
H 0.618357 -1.828950 0.364157 0.534 -0.393 0.923 -0.12
H 1.291699 -3.083249 -1.816756 0.335 -2.092 1.723 0.35
H 1.962562 -5.617949 -2.660781 -0.230 0.238 3.032 0.29
H 2.193778 -7.456018 1.530843 -0.460 2.071 -1.899 0.29
H 1.478998 -5.067235 2.629987 0.136 -0.135 -2.813 0.19
H -0.368239 -3.153905 2.875406 0.052 1.215 -1.893 0.52
H -1.064265 -0.701631 3.594826 1.067 -1.036 -2.249 0.56
H -1.754602 0.866410 2.039054 1.970 -1.454 -1.093 0.38
H -1.379685 -0.221040 0.547952 1.009 0.584 2.227 0.12
H -0.362566 2.273434 0.680188 1.309 -2.140 0.687 0.35
H 0.994025 1.682203 1.839209 -1.561 -1.074 -1.288 -0.73
H 0.389650 0.017686 -0.896566 1.508 1.375 1.189 0.15
H 2.130207 0.405703 -0.119347 -2.026 0.521 -0.211 0.04
H 2.238045 2.093185 -1.590374 -1.313 -0.226 0.269 0.34
H -0.763457 1.508001 -2.232745 2.685 0.256 -0.447 0.23
H 0.293188 2.834150 -3.054992 0.104 -2.287 1.032 0.41
H 3.329220 0.557940 -2.843142 -1.638 -0.783 -1.894 0.12
H 4.143144 -1.146174 -5.023453 -2.583 0.979 0.408 0.27
H 2.291286 -1.935140 -7.037602 -0.418 1.564 2.282 0.29
H -0.371765 -1.072842 -6.846425 1.828 0.742 1.846 0.29
H -1.973648 -0.221524 -4.778991 0.980 2.001 -0.022 0.35
C -7.796886 -0.269866 -0.197655 0.012 -0.029 0.222 -0.95
C -7.013012 -0.360924 -1.493114 -0.026 -0.089 0.239 -0.40
O -5.687171 0.170319 -1.328135 0.214 0.548 -0.581 -0.37
C -4.636057 -0.522284 -0.841971 1.641 -0.110 0.580 0.52
C -4.882574 -1.846633 -0.174642 -0.114 -0.411 -0.536 -0.49
O -3.501644 -0.048083 -0.877855 -2.160 -0.118 -0.255 -0.51
H -7.334387 -0.861470 0.595979 -0.060 -0.043 -0.138 0.28
H -8.821816 -0.625665 -0.341589 0.110 0.057 -0.004 0.34
H -7.828681 0.765141 0.157427 -0.039 -0.102 -0.159 0.29
H -6.981564 -1.377395 -1.898099 0.083 0.082 0.171 0.37
H -7.503294 0.258515 -2.251833 0.353 0.030 0.091 0.30
H -4.957071 -1.695086 0.905124 0.106 -0.083 -0.107 0.22
H -4.038265 -2.508327 -0.391091 0.135 0.299 0.358 0.05
H -5.772252 -2.361585 -0.533434 -0.196 0.170 0.151 0.34
C 3.166679 7.284236 2.102722 -0.196 0.051 0.033 -0.94
C 4.096219 6.086424 2.056220 -0.175 0.250 -0.119 -0.36
O 3.677265 5.076220 2.989631 0.236 -0.602 0.385 -0.38
C 2.736712 4.141272 2.740375 -0.548 -0.862 0.806 0.61
C 1.863112 4.292842 1.526352 0.325 -0.267 -0.552 0.23
O 2.545878 3.217390 3.529724 0.754 1.837 -1.120 -0.59
H 2.147616 7.015281 1.814751 0.115 0.019 -0.083 0.27
H 3.519504 8.072174 1.430069 -0.023 -0.107 0.094 0.35
H 3.112076 7.685903 3.119589 0.127 -0.051 -0.147 0.30
H 4.201467 5.671357 1.048817 -0.142 -0.009 0.126 0.36
H 5.098672 6.399656 2.367201 -0.204 -0.302 0.143 0.31
H 0.932038 4.787167 1.814722 0.085 -0.084 -0.033 0.25
H 1.638575 3.296968 1.132188 -0.058 0.462 0.199 -0.83
H 2.332054 4.843389 0.712458 -0.102 0.168 0.104 0.32
```
Positions in Å, forces in eV/Å.

Summary:
HOMO energy: -7.94 eV
Electronic energy: -1820.97750 Eh
Gap between HOMO and LUMO: 0.2622 hartree
E_LUMO: -0.8 eV
ΔE to the lowest compared entry with this formula, charge and spin: 2061.6 kJ/mol
Structure (SMILES): C[C@@H]1C[N@@H+](c2ccncc2)[C@H](C(=O)[O-])[C@@H]1CCCNCc1ccccc1O.CCOC(C)=O.CCOC(C)=O

---

Entry 2:
Below is 2 unconnected molecules or ions with the total composition C13H19N at a distorted geometry, with properties calculated with ωB97M-V/def2-TZVPD.

XYZ file:
```
33
Properties=species:S:1:pos:R:3:forces:R:3:mulliken_spin:R:1
C 3.524748 -0.804874 -1.003447 -0.597 0.071 0.661 0.00
C 4.008804 -2.101530 -0.376703 1.357 0.765 2.889 0.00
C 3.681753 -1.002201 -2.538194 -1.018 0.377 0.118 0.00
C 2.070226 -0.543122 -0.406003 0.695 -0.476 -3.000 0.00
H 4.115418 0.046034 -0.583554 -0.022 -0.707 -0.763 0.00
H 5.085848 -2.213561 -0.489257 0.050 -0.367 -0.598 0.00
H 4.616361 -0.647196 -2.949218 0.525 -0.145 0.305 0.00
H 3.577909 -2.072334 -2.716579 0.154 0.043 -0.303 0.00
H 2.942237 -0.511427 -3.188478 -0.167 0.056 0.510 0.00
H 2.167732 0.154978 0.403925 -0.409 0.346 0.318 0.00
H 1.437257 -0.224213 -1.278182 0.225 0.331 1.113 0.00
H 1.671247 -1.498376 -0.105807 -0.297 -0.222 0.466 0.00
H 3.481053 -3.009751 -0.596686 -0.334 -0.271 -0.787 0.00
H 3.955997 -2.059403 0.753533 -0.232 0.230 -0.893 0.00
C -1.013266 -0.554055 3.103065 -0.644 0.162 0.999 0.02
C -0.453003 1.692861 1.927545 1.391 0.402 -0.249 0.26
C -1.098811 0.441951 2.033852 -1.432 0.464 -1.236 0.25
C -1.346773 1.309265 -0.066451 -0.433 0.546 -1.013 0.05
C -1.838019 0.332804 0.791229 0.971 -1.127 1.229 -0.02
C -1.597080 1.263699 -1.430911 0.586 -0.138 0.960 0.02
C -2.700985 -0.696579 0.343354 0.330 1.454 0.670 0.15
C -2.552395 0.350460 -1.826292 -0.700 -1.197 -0.129 0.15
C -3.183457 -0.550520 -0.930842 0.448 -0.570 -0.490 -0.06
N -0.525838 2.174471 0.683309 -0.215 -0.317 0.961 0.13
H 0.173276 2.186469 2.658119 -0.226 0.050 0.111 0.00
H -0.281557 3.129073 0.465397 0.151 -0.099 -0.340 -0.01
H -0.310305 -1.314323 2.805360 0.523 -0.338 0.104 0.03
H -1.956969 -1.054934 3.254776 -0.483 -0.312 -0.395 0.01
H -0.935100 1.713656 -2.143727 -0.161 0.701 -0.253 0.00
H -2.954943 -1.430435 1.091755 -0.445 -0.382 -0.386 0.00
H -2.748341 0.187153 -2.883525 -0.083 0.343 0.153 0.00
H -3.887900 -1.277456 -1.304562 -0.110 0.089 -0.194 0.00
H -0.822246 -0.184086 4.119822 0.601 0.239 -0.537 0.00
```
Positions in Å, forces in eV/Å.

Summary:
HOMO energy (spin up / spin down): -13.04 / -13.31 eV
Electronic energy: -561.20675 Eh
Multiplicity: 2
Gap between HOMO and LUMO (spin up / spin down): 0.3501 / 0.2351 hartree
E_LUMO (spin up / spin down): -3.5 / -6.9 eV
ΔE to the lowest compared entry with this formula, charge and spin: 106.7 kJ/mol
Total charge: +1

---

Entry 3:
Below is 2 unconnected molecules or ions with the total composition C5H13NO at a distorted geometry, with properties calculated with ωB97M-V/def2-TZVPD.

XYZ file:
```
20
Properties=species:S:1:pos:R:3:forces:R:3:mulliken_charge:R:1
C 1.463787 -1.004935 1.723332 -0.405 -0.648 0.691 -0.94
N 1.349183 0.341890 1.245442 0.257 0.606 -0.170 -0.15
C 1.902860 0.504207 -0.107489 -0.432 0.072 -0.010 -0.71
C 0.719233 0.344222 -1.099161 -0.901 -0.328 0.483 -0.48
C -0.520874 0.167247 -0.175923 -0.073 0.771 -0.390 -0.52
C -0.036804 0.790454 1.125530 0.436 -0.109 0.233 -0.71
H 2.484786 -1.210438 2.024200 0.253 -0.121 -0.125 0.33
H 0.849656 -1.153783 2.623057 0.138 0.257 -0.118 0.30
H 1.121735 -1.780254 1.028137 0.128 -0.086 -0.270 0.36
H 2.706038 -0.217879 -0.253935 0.071 0.214 -0.117 0.33
H 2.258563 1.529729 -0.217371 0.388 -0.123 0.105 0.31
H 0.576006 1.231691 -1.717138 0.195 -0.026 0.003 0.33
H 0.747620 -0.516691 -1.749523 0.465 -0.205 -0.313 0.27
H -1.394890 0.654063 -0.621332 0.023 -0.093 0.238 0.31
H -0.763701 -0.871715 -0.018775 -0.064 -0.399 -0.045 0.28
H -0.550647 0.519527 2.048517 -0.298 0.028 -0.215 0.39
H -0.007201 1.876020 1.042043 -0.190 0.186 0.016 0.30
O -4.379468 -0.726669 -2.094720 0.055 0.614 -0.140 -0.64
H -3.992390 -0.674489 -2.983181 -0.187 0.056 0.420 0.32
H -4.533491 0.197794 -1.821712 0.140 -0.668 -0.275 0.32
```
Positions in Å, forces in eV/Å.

Summary:
HOMO energy: -8.39 eV
Electronic energy: -328.27572 Eh
Gap between HOMO and LUMO: 0.3376 hartree
E_LUMO: 0.8 eV
ΔE to the lowest compared entry with this formula, charge and spin: 113.2 kJ/mol
Structure (SMILES): CN1CCCC1.O